# 1
86
Properties=species:S:1:pos:R:3:lowdin_charge:R:1 method="wB97M-V/def2-TZVPD" lumo_energy_ev=1.9 total_charge=-1 homo_ev=-4.17
K -0.956 -0.515 -1.125 0.57
O 3.719 1.884 -2.063 0.01
C 4.520 0.874 -1.682 -0.28
C 5.849 1.176 -1.376 -0.03
C 6.730 0.180 -1.004 -0.11
C 6.298 -1.140 -0.927 -0.12
C 4.977 -1.441 -1.208 -0.05
C 4.065 -0.451 -1.574 -0.08
C 2.626 -0.789 -1.827 -0.50
O 1.879 0.153 -2.346 -0.50
N 2.266 -1.963 -1.443 0.03
N 0.949 -2.351 -1.433 -0.05
C 0.655 -3.371 -2.142 -0.13
C -0.574 -4.138 -2.079 -0.14
C -0.565 -5.372 -2.740 -0.07
C -1.618 -6.261 -2.676 -0.13
C -2.732 -5.913 -1.911 -0.12
C -2.786 -4.697 -1.269 -0.05
C -1.737 -3.733 -1.342 -0.41
O -1.873 -2.576 -0.805 -0.28
H 2.849 1.479 -2.310 0.03
H 6.164 2.210 -1.457 0.11
H 7.762 0.431 -0.789 0.09
H 6.991 -1.925 -0.653 0.09
H 4.615 -2.458 -1.152 0.10
H 1.416 -3.770 -2.823 0.12
H 0.321 -5.640 -3.307 0.10
H -1.576 -7.210 -3.195 0.08
H -3.562 -6.605 -1.821 0.09
H -3.653 -4.440 -0.668 0.10
C 0.678 5.458 -1.827 -0.04
N -0.355 4.885 -0.999 -0.13
C -1.554 5.502 -0.696 -0.05
C -2.226 4.682 0.126 -0.06
N -1.447 3.551 0.337 0.02
C -0.283 3.675 -0.367 -0.68
S 1.006 2.631 -0.505 0.76
C -1.902 2.469 1.178 -0.38
C -2.763 2.819 2.207 -0.09
C -3.680 1.795 2.597 -0.13
C -3.470 0.527 2.213 -0.10
C -2.103 0.182 1.643 -0.31
N -1.594 1.250 0.794 0.00
H 1.026 6.394 -1.387 0.09
H 0.298 5.646 -2.832 0.09
H 1.505 4.755 -1.885 0.04
H -1.819 6.463 -1.100 0.12
H -3.214 4.773 0.535 0.11
H -2.922 3.847 2.497 0.07
H -4.592 2.078 3.112 0.10
H -4.218 -0.249 2.308 0.10
H -2.184 -0.723 1.025 0.09
C 3.145 1.031 1.845 0.00
N 1.916 0.302 2.241 -0.15
C 1.437 -0.612 1.171 0.00
C 0.794 1.215 2.692 -0.09
C -0.170 0.380 3.484 -0.16
C 0.237 0.039 4.781 -0.06
C -0.387 -0.963 5.493 -0.10
C -1.424 -1.663 4.886 -0.08
C -1.874 -1.282 3.640 -0.03
C -1.297 -0.228 2.916 -0.10
H 3.902 0.324 1.505 0.10
H 3.518 1.596 2.698 0.10
H 2.909 1.713 1.035 0.04
H 2.138 -0.282 3.048 0.17
H 1.169 -0.029 0.284 0.04
H 0.560 -1.150 1.520 0.11
H 2.214 -1.320 0.894 0.10
H 0.349 1.615 1.792 0.05
H 1.232 2.016 3.287 0.14
H 1.067 0.578 5.232 0.11
H -0.059 -1.218 6.493 0.10
H -1.887 -2.499 5.396 0.10
H -2.705 -1.816 3.194 0.12
I 0.415 -0.139 -4.207 0.49
I -1.201 -0.249 -6.474 -0.14
N -4.182 -1.812 -2.163 0.14
N -3.800 -0.504 -1.994 -0.30
N -4.326 0.262 -1.068 0.15
C -3.704 1.415 -1.305 -0.23
N -2.859 1.334 -2.336 0.02
N -2.926 0.090 -2.757 -0.03
H -3.847 -2.323 -1.349 0.06
H -3.666 -2.172 -2.958 0.10
H -3.895 2.312 -0.742 0.10

---

# 2
14
Properties=species:S:1:pos:R:3:nbo_charge:R:1 method="wB97M-V/def2-TZVPD" lumo_energy_ev=-4.2 total_charge=+1 homo_ev=-13.95
C -0.868 1.410 0.783 0.12
C 0.189 -0.723 0.285 -0.20
C 1.048 -1.216 -0.866 -0.66
N -0.752 0.300 -0.330 -0.55
O 0.394 1.785 1.028 -0.56
S 1.163 0.280 1.519 0.54
H -1.438 2.278 0.420 0.23
H -1.391 0.966 1.534 0.19
H -0.323 -1.478 0.903 0.26
H 2.016 -0.850 -0.652 0.25
H 0.728 -0.924 -1.850 0.22
H 1.128 -2.268 -0.899 0.26
H -1.629 -0.112 -0.631 0.45
H -0.265 0.552 -1.242 0.45

---

# 3
38
Properties=species:S:1:pos:R:3:nbo_charge:R:1 method="wB97M-V/def2-TZVPD" lumo_energy_ev=0.0 smiles="O=C(O)c1cccnc1SCC(=O)N1CCCCCC1" total_charge=0 homo_ev=-8.67
O -4.875 -0.805 -1.185 -0.59
C -3.747 -0.861 -0.760 0.78
O -3.025 -1.987 -0.788 -0.68
H -3.541 -2.714 -1.170 0.51
C -3.030 0.286 -0.171 -0.25
C -3.667 1.524 -0.190 -0.08
C -3.040 2.636 0.344 -0.29
C -1.774 2.459 0.881 0.09
N -1.159 1.294 0.915 -0.49
C -1.752 0.215 0.417 0.10
S -0.872 -1.293 0.518 0.33
C 0.593 -0.798 1.499 -0.65
C 1.877 -1.301 0.858 0.67
O 2.465 -2.247 1.351 -0.63
N 2.312 -0.677 -0.258 -0.44
C 1.720 0.521 -0.808 -0.22
H 0.634 0.472 -0.725 0.22
C 2.227 1.788 -0.110 -0.40
C 3.667 2.143 -0.471 -0.39
H 3.715 2.448 -1.520 0.19
H 3.969 3.003 0.132 0.21
C 4.659 1.002 -0.242 -0.41
H 5.668 1.414 -0.300 0.21
C 4.525 -0.115 -1.280 -0.41
H 5.487 -0.615 -1.406 0.22
H 4.267 0.326 -2.245 0.19
C 3.509 -1.193 -0.896 -0.22
H 3.223 -1.760 -1.791 0.19
H 3.954 -1.888 -0.181 0.24
H 4.527 0.589 0.760 0.21
H 1.573 2.619 -0.381 0.21
H 2.156 1.649 0.970 0.20
H 1.964 0.559 -1.872 0.20
H 0.499 -1.291 2.467 0.25
H 0.538 0.282 1.609 0.28
H -1.216 3.283 1.306 0.20
H -3.513 3.604 0.342 0.23
H -4.652 1.582 -0.631 0.24

---

# 4
16
Properties=species:S:1:pos:R:3:nbo_charge:R:1 method="wB97M-V/def2-TZVPD" lumo_energy_ev=1.0 smiles="[H]/N=C1/CC=CCO1.[H][H]" total_charge=0 homo_ev=-9.48
N 2.504 0.554 0.565 -0.67
C 1.381 0.371 0.015 0.57
C 0.823 -1.020 -0.164 -0.55
C -0.653 -1.067 -0.415 -0.14
C -1.355 0.036 -0.645 -0.27
C -0.738 1.382 -0.402 -0.10
O 0.682 1.394 -0.559 -0.52
H 2.732 1.550 0.547 0.35
H 1.261 -1.428 -1.082 0.25
H 1.184 -1.650 0.659 0.25
H -0.939 -1.185 1.872 -0.03
H -1.117 -2.052 -0.409 0.22
H -2.411 -0.015 -0.897 0.22
H -1.290 -0.735 1.384 0.02
H -0.958 1.739 0.621 0.18
H -1.124 2.131 -1.095 0.20

---

| no. | electronic energy (hartree) | frontier orbital gap (eV) | largest force on an atom (eV/Å) |
| --- | --- | --- | --- |
| 1 | -3700.0880 | 6.100 | 1.7 |
| 2 | -646.9664 | 9.723 | 4.2 |
| 3 | -1277.7395 | 8.650 | 0.9 |
| 4 | -325.8256 | 10.468 | 1.2 |